# 1
The following is a quantum chemistry calculation of C13H25N6SV as an isolated structure, from the OMol25 dataset.

```
46
Properties=species:S:1:pos:R:3:nbo_charge:R:1
V -0.4258 0.6410 -0.2325 0.763
S 1.3658 1.2412 -1.5717 0.432
N -1.0950 -0.7187 -1.5444 -0.635
N 0.8134 2.0577 0.4455 -0.489
N 0.6013 -0.7405 0.7747 -0.617
N -4.4345 -1.7948 0.7320 -0.412
N -3.5821 -2.5648 2.7817 -0.784
N -2.1257 -0.3969 0.1852 -0.398
C -0.4383 -0.4796 -2.8256 -0.247
C -2.2159 -1.0680 1.2859 0.076
C -4.3308 -1.0524 -0.4825 0.092
C 1.9013 -0.1013 0.8801 -0.245
C -0.7501 -1.9830 -0.8845 -0.248
C 1.0438 -0.1035 -2.7627 -0.561
C 2.4583 3.9133 1.3159 -0.530
C -3.4608 -1.8224 1.5819 0.387
C 0.5468 -1.9492 -0.0418 -0.252
C -3.2035 -0.3706 -0.7483 -0.205
C 2.5294 0.3950 -0.4366 -0.527
C 3.9023 3.5628 1.0002 -0.599
C 1.5407 2.8763 0.8294 0.549
H -0.7164 -2.8108 -1.6026 0.239
H -3.1077 0.1990 -1.6666 0.239
H 1.6571 -0.9829 -2.5556 0.236
H 2.6088 -0.7671 1.3887 0.232
H 2.2080 4.8752 0.8550 0.291
H 1.3555 0.2593 -3.7486 0.274
H -5.1578 -1.0404 -1.1845 0.251
H 0.1590 -0.9076 1.7081 0.414
H -1.0379 1.2028 1.3105 -0.080
H 4.0581 3.4620 -0.0794 0.220
H 4.5731 4.3452 1.3691 0.264
H 1.7814 0.7680 1.5387 0.236
H -4.4450 -3.0884 2.9881 0.445
H -1.3870 -1.0780 1.9858 0.191
H 2.3411 4.0334 2.3984 0.284
H 0.5769 -2.8285 0.6126 0.243
H -0.5736 -1.3401 -3.4922 0.236
H -1.5738 -2.2142 -0.1965 0.229
H 1.4105 -2.0457 -0.7040 0.225
H -0.9700 0.3503 -3.3097 0.219
H -2.8069 -2.5875 3.4598 0.411
H 3.3130 1.1202 -0.1888 0.265
H 3.0328 -0.4247 -0.9585 0.257
H 4.1917 2.6166 1.4704 0.213
H -2.1315 -0.6578 -1.6800 0.415
```

Calculated values
energy = -59330.421 eV
frontier orbital gap (spin up / spin down) = 0.3131 / 0.3084 hartree
max |F| = 5.1 eV/Å
expectation value of S² = 2.034
2S+1 = 3
net charge = +2

---

# 2
The following is a quantum chemistry calculation of a 2-piece molecular cluster, C3H9O2 overall, from the OMol25 dataset.

```
14
Properties=species:S:1:pos:R:3:nbo_charge:R:1
O -0.9831 -0.1468 -0.6224 -0.879
O -0.4327 -2.8185 -0.4931 -1.247
C 0.4338 1.7378 0.3578 -0.433
C 0.2346 0.7048 -0.8069 -0.086
C 0.8257 0.9148 1.6606 -0.644
H 1.4567 1.6071 2.3848 0.185
H 1.1622 -0.0299 1.4223 0.231
H -0.0613 0.3648 2.1948 0.229
H 0.9527 -0.0261 -1.1028 0.183
H -0.5038 2.3028 0.3254 0.204
H 1.1747 2.5361 0.1070 0.180
H -0.7717 -1.3020 -0.6249 0.528
H -0.9006 -3.0923 -1.2965 0.405
H -0.1479 1.2186 -1.7550 0.144
```

Calculated values
energy = -7350.387 eV
frontier orbital gap = 0.2807 hartree
relative energy (zero: lowest compared OMol25 entry of this formula, charge and spin) = 40.2 kcal/mol
max |F| = 4.4 eV/Å
2S+1 = 1
net charge = -1

---

# 3
The following is a quantum chemistry calculation of a 2-piece molecular cluster, C3H7O3S overall, from the OMol25 dataset.

```
14
Properties=species:S:1:pos:R:3:nbo_charge:R:1
S -1.4808 0.8078 -1.7594 -0.116
O 2.8376 0.2537 -1.7336 -0.947
O 0.8022 0.1601 2.4984 -0.773
O -0.1370 -1.7976 1.8638 -0.780
C 0.1976 -0.1307 0.2163 -0.543
C 0.3129 -0.6497 1.6906 0.763
C -1.2769 0.1970 -0.0289 -0.471
H -2.7977 1.0004 -1.7178 0.105
H -1.5893 0.9899 0.6439 0.209
H 0.5139 -0.8944 -0.4973 0.192
H 0.7858 0.7802 0.0773 0.189
H 1.8857 0.2895 -1.8177 0.472
H 2.8912 0.0602 -0.7797 0.475
H -1.8493 -0.7145 0.1159 0.225
```

Calculated values
energy = -20204.050 eV
frontier orbital gap = 0.2752 hartree
relative energy (zero: lowest compared OMol25 entry of this formula, charge and spin) = 0.0 kcal/mol
max |F| = 0.8 eV/Å
2S+1 = 1
net charge = -1

---

# 4
The following is a quantum chemistry calculation of an isolated ion of composition C5H14N3 and charge +1, from the OMol25 dataset.

```
22
Properties=species:S:1:pos:R:3:nbo_charge:R:1
N -1.9659 0.7357 1.5518 -0.670
N 1.4797 1.0991 -3.1908 -0.829
N 1.8262 -0.3498 -1.3213 -0.499
C -0.5394 -1.1751 2.3760 -0.657
C 0.4551 -0.4663 -0.9556 -0.236
C 0.2060 0.2255 0.3950 -0.422
C 2.2268 0.3225 -2.3099 0.313
C -0.9892 -0.3995 1.1644 -0.039
H -1.6210 1.5534 1.1165 0.436
H -0.5187 -2.2446 2.1510 0.262
H 0.4863 1.1328 -3.0362 0.368
H 0.2418 -1.5395 -0.8532 0.203
H -0.3184 -0.1452 -1.6739 0.156
H 1.6862 0.9561 -4.1687 0.399
H -2.9226 0.5593 1.2536 0.445
H 0.4669 -0.9695 2.7257 0.248
H 0.0597 1.2892 0.1705 0.196
H -1.5112 -0.9514 0.4373 0.221
H 3.2816 0.3887 -2.5695 0.185
H -1.2100 -1.1051 3.2366 0.227
H -1.9554 0.9538 2.5497 0.442
H 1.1356 0.1298 0.9512 0.250
```

Calculated values
energy = -9875.250 eV
frontier orbital gap = 0.3249 hartree
relative energy (zero: lowest compared OMol25 entry of this formula, charge and spin) = 44.2 kcal/mol
max |F| = 2.1 eV/Å
2S+1 = 1
net charge = +1

---

# 5
The following is a quantum chemistry calculation of C11H11BCl3CoF2N3SeSi as an isolated structure, from the OMol25 dataset.

```
34
Properties=species:S:1:pos:R:3:nbo_charge:R:1
Se 1.5740 1.6607 0.1727 0.173
Co -0.4837 0.4595 0.7852 0.877
Cl -2.3519 -1.9903 -1.3030 -0.447
Cl 0.5236 -1.0378 -2.4942 -0.453
Cl 0.4016 -3.2481 -0.1239 -0.440
Si -0.4345 -1.3847 -0.6428 0.697
F -2.2630 2.4029 -0.8668 -0.547
F -3.3359 1.6018 0.8996 -0.537
N -0.3929 0.0040 2.6346 -0.778
N -0.1642 0.3820 7.2642 -0.488
N 0.0863 -0.4444 4.9658 -0.676
C -0.0722 0.0255 6.1632 0.453
C -0.1820 -0.1748 3.7755 0.642
C 1.5139 4.3643 -1.3428 -0.642
C 2.1209 2.3844 3.3043 -0.649
C 2.2157 5.7352 0.6310 -0.228
C 2.4786 4.7954 2.8052 -0.225
C 1.8612 3.3820 0.9686 -0.156
C 2.9633 7.2401 2.5165 -0.627
C 2.5410 5.9027 1.9717 0.011
C 2.1418 3.5319 2.3339 -0.015
C 1.8741 4.4959 0.1120 -0.033
B -2.1600 1.6222 0.2372 0.665
H 2.2353 6.5929 -0.0329 0.202
H 2.2256 3.7135 -1.8554 0.231
H 2.3043 7.5522 3.3282 0.220
H 2.7129 4.9085 3.8592 0.206
H 1.7107 1.4893 2.8468 0.234
H 2.9488 8.0043 1.7403 0.211
H 3.9766 7.1842 2.9183 0.218
H 3.1292 2.1539 3.6538 0.222
H 0.5262 3.9143 -1.4541 0.239
H 1.5130 2.6318 4.1753 0.232
H 1.5099 5.3378 -1.8309 0.211
```

Calculated values
energy = -170593.581 eV
frontier orbital gap (spin up / spin down) = 0.2749 / 0.2116 hartree
relative energy (zero: lowest compared OMol25 entry of this formula, charge and spin) = 0.0 kcal/mol
max |F| = 1.1 eV/Å
expectation value of S² = 6.022
2S+1 = 5
net charge = -1

---

# 6
The following is a quantum chemistry calculation of an isolated molecule of C9H15N2P, from the OMol25 dataset.

```
27
Properties=species:S:1:pos:R:3:nbo_charge:R:1
P -1.4115 -0.4545 0.6167 0.759
N 0.7175 -0.1099 -1.8709 -0.420
N -0.3283 -0.9058 -2.1547 -0.111
C 0.6495 0.5421 -0.6655 0.122
C 0.2041 2.1511 1.6635 -0.404
C 0.7613 2.8398 0.3790 -0.456
C 0.8558 0.7364 1.8599 -0.389
C 0.3888 -0.1998 0.6722 -0.601
C -1.4292 -0.9405 -1.5385 -0.211
C 0.7272 1.8866 -0.7508 -0.230
C -1.4075 -2.3029 1.1060 -0.926
C -0.2516 -1.4482 -3.4835 -0.386
H -0.4492 -2.5752 1.6984 0.230
H -2.2336 -2.5161 1.7544 0.223
H 0.4661 2.5496 2.7299 0.211
H -1.2202 -1.6557 -3.8428 0.207
H 0.2049 -0.7004 -3.9769 0.233
H 0.7263 2.2328 -1.8821 0.222
H 0.3215 3.8468 0.1639 0.223
H -0.8697 1.9349 1.7501 0.214
H 0.6368 0.3191 2.8184 0.204
H 1.7415 3.1375 0.7277 0.214
H -1.4413 -2.8583 0.1935 0.220
H 0.2656 -2.4803 -3.2870 0.213
H -2.1834 -1.7370 -1.5447 0.197
H 1.9622 0.6564 1.7473 0.209
H 1.0814 -1.0355 0.5009 0.236
```

Calculated values
energy = -21839.987 eV
frontier orbital gap = 0.3022 hartree
relative energy (zero: lowest compared OMol25 entry of this formula, charge and spin) = 64.2 kcal/mol
max |F| = 6.6 eV/Å
2S+1 = 1
net charge = 0

---

Q: What is the max |F| in the second record?
A: 4.4 eV/Å